Arrangement w

Entry from the OMol25 dataset: a single C3H6N4S molecule (wB97M-V/def2-TZVPD).

Last column: Löwdin charge in e.
Geometry (Å):
C  -1.94122  0.06912  -0.14216  -0.2817
C  0.19392  -1.25975  -0.65703  -0.2143
C  2.35808  -0.21595  -0.33610  -0.7377
H  0.15709  1.45853  0.34543  0.1351
H  -0.25365  0.38766  1.64456  0.0436
H  -2.48490  -0.24924  -1.26150  0.1879
H  -1.91764  1.40877  1.49321  0.1310
H  -0.26435  -2.18332  -0.99610  0.1301
H  3.11773  -0.41933  0.41251  0.0531
N  0.27514  0.44964  0.82708  0.0488
N  -0.61140  -0.38363  0.00898  -0.1429
N  -2.52995  1.02877  0.52316  0.0248
N  1.44655  -1.22594  -0.64931  0.0074
S  2.45461  1.13468  -1.21274  0.6148

Results
SMILES: [H]/N=C\N(N)/C=N\C=S
Frontier orbital gap, eV: 8.683
E_HOMO, eV: -8.55

=====

Arrangement x

Entry from the OMol25 dataset: a single C3H6N4S molecule (wB97M-V/def2-TZVPD).

Last column: Löwdin charge in e.
Geometry (Å):
C  -2.79978  -1.17685  0.08429  -0.0693
C  -0.74997  1.55042  -0.08338  -0.0969
C  0.22188  0.49239  0.13973  -0.4479
H  -3.27526  -1.54894  -1.01292  0.1287
H  -2.55533  -2.16133  0.59177  0.0898
H  -3.63529  -0.50853  0.54833  0.1046
H  -0.56648  2.58485  -0.23898  0.0926
H  1.74793  1.53992  -0.10260  0.1011
H  3.29399  -0.91646  0.90713  -0.1358
N  -1.67460  -0.31843  -0.03074  -0.3075
N  -1.92426  1.00728  -0.20062  0.0950
N  1.58570  0.63317  0.48180  -0.3794
N  -0.43313  -0.65535  0.07740  0.1277
S  2.63011  -0.55324  -0.23947  0.6972

Results
SMILES: Cn1ncc(NS)n1
Frontier orbital gap, eV: 9.349
E_HOMO, eV: -8.56

=====

Arrangement y

Entry from the OMol25 dataset: a single C3H6N4S molecule (wB97M-V/def2-TZVPD).

Last column: Löwdin charge in e.
Geometry (Å):
C  -1.60644  0.17264  0.06580  -0.9314
C  0.87120  0.13509  -0.07305  -0.2126
C  3.10298  0.19367  -0.05658  -0.3317
H  -2.56756  1.87687  -0.14287  0.0708
H  -0.94270  2.09602  0.49430  0.0843
H  -0.36524  -1.39420  0.51956  0.1509
H  0.80950  1.14591  -0.48970  0.1280
H  2.94882  1.27136  -0.21707  0.1039
H  4.95474  0.39734  -0.22004  0.0394
N  -1.64041  1.55435  0.04606  0.0686
N  -0.35501  -0.37465  0.33103  0.0383
N  1.91110  -0.55690  0.11013  0.0749
N  4.25999  -0.33653  -0.09035  0.0925
S  -3.01711  -0.65035  -0.14620  0.6241

Results
SMILES: [H]/N=C/N=C/NC(N)=S
Frontier orbital gap, eV: 8.886
E_HOMO, eV: -8.93

=====

Arrangement z

Entry from the OMol25 dataset: a molecular structure, C3H6N4S (wB97M-V/def2-TZVPD).

Last column: Löwdin charge in e.
Geometry (Å):
C  -0.47314  1.88215  -0.49275  -0.4080
C  -0.17076  -1.39869  -0.38724  -0.9191
C  1.41006  0.25768  0.88187  -0.1688
N  -0.14496  2.67071  -1.27756  0.1605
N  -1.41652  -1.43224  -0.88489  0.1076
N  -1.04234  0.97157  0.27616  0.0823
N  0.14567  -0.33798  0.50974  -0.1013
S  1.08833  -2.44700  -0.65318  0.6192
H  2.00204  0.91296  0.06287  0.1197
H  1.28359  1.13805  1.58297  0.0834
H  2.09254  -0.60711  1.32094  0.1074
H  -1.96894  -0.60738  -0.87136  0.0756
H  -1.75305  -2.26019  -1.34857  0.1080
H  -1.05252  1.25746  1.28101  0.1337

Results
Frontier orbital gap, eV: 8.276
E_HOMO, eV: -8.76

=====

Preferred: arrangement y; penalty for the next structure: 2.049 eV.

=====

Arrangement w

Entry from the OMol25 dataset: 2 unconnected molecules or ions with the total composition C3H9O2P (wB97M-V/def2-TZVPD).

Last column: Löwdin charge in e.
Geometry (Å):
C  1.26378  1.85033  -0.46744  -0.2327
C  1.06855  -0.92918  -0.37008  -0.2829
C  -1.87235  -0.82156  0.78536  -0.1466
O  -0.20485  0.58637  -2.38405  -0.4208
O  -3.06549  -0.91816  1.41183  -0.0424
P  0.13771  0.48489  -0.93191  0.6707
H  1.06655  2.90514  -0.73905  0.0592
H  1.38649  1.77834  0.57544  0.0061
H  0.35178  -1.69332  -0.13191  -0.0077
H  1.94906  -1.51848  -0.98939  0.1286
H  1.44455  -0.59229  0.60086  0.0327
H  -0.90995  -0.75792  1.33279  0.0392
H  -2.99094  -0.52729  2.31656  0.1196
H  -1.82580  -1.45604  -0.06150  0.0364
H  2.20092  1.60917  -0.94750  0.0407

Results
Frontier orbital gap (alpha / beta), eV: 7.308 / 8.379
E_HOMO (alpha / beta), eV: -7.90 / -7.96

=====

Arrangement x

Entry from the OMol25 dataset: 2 unconnected molecules or ions with the total composition C3H9O2P (wB97M-V/def2-TZVPD).

Last column: Löwdin charge in e.
Geometry (Å):
C  -2.43237  1.32161  0.32284  -0.3159
C  1.89506  -1.29729  0.73839  -0.2087
C  1.43574  0.80938  -1.77452  -0.1991
O  1.71886  1.57627  0.97112  -0.4201
O  -1.91819  0.13905  0.20102  -0.0875
P  1.28152  0.47385  0.10790  0.7648
H  -2.69854  1.74942  -0.74309  0.1027
H  -1.80280  2.12528  0.71812  0.0949
H  -3.32117  1.30051  0.87574  0.0592
H  1.45816  -2.10104  0.13481  0.0169
H  2.95883  -1.17226  0.39825  0.0260
H  1.81452  -1.54368  1.86990  0.0714
H  0.51299  0.69252  -2.17426  -0.0330
H  1.64333  1.92091  -1.77762  0.0545
H  2.34885  0.27815  -2.25545  0.0739

Results
Frontier orbital gap (alpha / beta), eV: 9.523 / 6.231
E_HOMO (alpha / beta), eV: -9.95 / -7.59

=====

Preferred: arrangement w; penalty for the next structure: 0.939 eV.

=====

Arrangement w

Entry from the OMol25 dataset: a single C19H21N5O4S2 molecule (wB97M-V/def2-TZVPD).

Last column: Löwdin charge in e.
Geometry (Å):
C  2.45739  0.10436  1.65723  0.0288
C  1.80734  -1.13375  1.09756  -0.4823
O  1.50423  -1.27458  -0.07286  0.0660
N  1.57307  -2.10081  2.01436  0.1288
H  1.78329  -1.93603  2.98479  0.1535
C  0.92978  -3.35637  1.65659  -0.1007
C  1.71558  -3.98241  0.50510  -0.4006
O  2.82882  -4.41575  0.62563  0.1311
N  1.05805  -4.00238  -0.70856  0.1303
C  -0.11150  -3.31952  -0.89118  -0.6400
N  -0.91293  -2.96978  0.04094  0.1453
C  -0.57378  -3.11695  1.35746  -0.4073
O  -1.36489  -3.01324  2.25557  0.1244
S  -0.52716  -2.95877  -2.53754  1.0383
C  -2.07657  -2.06400  -2.25745  -0.3382
H  -2.80157  -2.74808  -1.81685  0.0961
C  -1.96650  -0.84530  -1.35411  -0.5615
O  -2.91890  -0.46183  -0.71257  0.0064
N  -0.79280  -0.17115  -1.38896  0.0976
C  -0.59844  0.94953  -0.60745  -0.4357
C  0.52590  1.74469  -0.59178  -0.2299
C  1.64034  1.52328  -1.41040  -0.2172
N  2.55653  1.36766  -2.08574  0.1817
C  0.41712  2.82383  0.34155  -0.2507
C  -0.77573  2.80847  0.99493  -0.4726
S  -1.80856  1.49667  0.48516  1.1974
C  -1.26923  3.82835  1.95751  -0.1975
H  -1.94943  3.36608  2.67489  0.1096
H  -0.42192  4.24055  2.50891  0.1078
C  -2.01092  4.96074  1.22977  -0.1970
C  -1.27354  5.50079  0.00326  -0.1974
H  -1.88119  6.31042  -0.40660  0.1073
H  -1.22667  4.72239  -0.75965  0.1096
C  0.14354  6.02458  0.28352  -0.1926
H  0.25668  7.00038  -0.19408  0.1057
C  1.27097  5.13490  -0.24590  -0.1858
H  2.20054  5.70858  -0.21037  0.1093
H  1.07929  4.88923  -1.29275  0.1191
C  1.50243  3.83556  0.53822  -0.1361
H  1.59977  4.07366  1.60034  0.1179
H  2.44661  3.40069  0.20140  0.1096
H  0.27746  6.18041  1.35541  0.1098
H  -2.98378  4.58687  0.90352  0.1090
H  -2.18526  5.77313  1.93832  0.1119
H  0.03023  -0.54989  -1.84366  0.1115
H  -2.42241  -1.75306  -3.24536  0.0949
H  1.59997  -4.29185  -1.51581  0.1561
H  0.99878  -4.02409  2.52095  0.1695
H  2.92799  0.65426  0.84701  0.0791
H  3.19999  -0.15003  2.40840  0.0867
H  1.69386  0.73555  2.11022  0.0930

Results
SMILES: CC(=O)N[C@H]1C(=O)N=C(SCC(=O)Nc2sc3c(c2C#N)CCCCCC3)NC1=O
Frontier orbital gap, eV: 7.841
E_HOMO, eV: -8.16

=====

Arrangement x

Entry from the OMol25 dataset: a single C19H21N5O4S2 molecule (wB97M-V/def2-TZVPD).

Last column: Löwdin charge in e.
Geometry (Å):
O  0.89918  3.35167  -2.72245  0.0653
C  0.22602  2.71193  -1.89408  -0.3449
N  -1.12815  2.77362  -1.68261  0.0866
C  -1.88018  2.26586  -0.86630  -0.5819
N  -3.04841  1.86280  -1.37750  0.1220
N  -3.56887  1.29498  -0.19800  -0.0949
C  -2.90939  1.43724  1.01822  -1.0794
S  -3.70301  0.51642  2.27893  0.9089
C  -2.13033  -0.11286  3.07758  -0.3644
H  -1.61808  0.83173  3.50987  0.0897
H  -2.39578  -0.83418  4.08361  0.1499
C  -1.22873  -0.96004  2.08169  -0.5196
O  -0.35166  -0.20997  1.60580  -0.0781
N  -1.74827  -2.10768  1.84034  -0.0356
C  -3.05557  -2.68199  1.93446  -0.2279
H  -3.49568  -2.01438  2.87879  0.1580
H  -2.88586  -3.49527  2.43567  0.0865
C  -3.78426  -2.66021  0.79355  -0.2515
O  -3.23312  -3.58646  -0.22039  -0.1635
C  -1.82206  -2.85534  -0.39873  -0.0552
H  -1.38092  -3.49583  -1.36306  0.1679
C  -0.85464  -2.80317  0.88409  -0.0126
H  -0.03991  -2.36243  0.62127  0.0259
H  -0.71207  -3.76542  1.27452  0.1244
H  -2.09186  -2.08887  -1.07520  0.0832
H  -4.84882  -3.30421  0.94049  0.1941
H  -4.09370  -1.55228  0.33061  0.1636
S  -1.50081  1.94253  0.90929  1.1827
H  -1.34950  3.45007  -2.41928  0.1937
C  1.04449  1.75684  -0.98165  -0.1533
C  0.51748  0.15774  -1.27162  0.0160
C  1.73434  -0.64060  -1.21913  -0.3391
O  1.66816  -1.85178  -0.90958  0.0544
N  2.85188  0.27026  -1.20166  0.0236
C  4.20427  -0.22271  -1.05757  -0.0390
C  4.47949  -1.67314  -0.29330  0.0749
C  5.72451  -1.98290  -0.44874  -0.1079
C  6.90128  -1.06206  -0.56651  -0.0236
C  6.55593  0.02955  -1.40212  -0.1908
C  5.37082  0.40944  -1.44468  -0.1547
H  4.96797  1.55481  -1.89127  0.1810
H  7.52811  0.69972  -1.63100  0.1586
H  7.94553  -1.41576  -0.74365  0.1045
H  6.05074  -2.71207  0.14073  0.0552
H  3.77696  -2.18686  -0.08793  -0.0237
C  2.39324  1.61045  -1.35511  -0.1967
H  2.64383  1.94646  -2.39194  0.1423
H  3.04091  2.34053  -0.70919  0.1755
H  -0.27754  -0.13898  -0.60372  0.0846
H  0.28135  0.09939  -2.24985  0.1013
H  0.90472  1.90971  -0.01164  0.0641

Results
SMILES: O=C(Nc1nnc(SCC(=O)N2CCOCC2)s1)[C@H]1CC(=O)N(c2ccccc2)C1
Frontier orbital gap, eV: 8.229
E_HOMO, eV: -8.20

=====

Preferred: arrangement w; penalty for the next structure: 17.476 eV.

=====

Arrangement w

Entry from the OMol25 dataset: a single C4H5FS2 molecule (wB97M-V/def2-TZVPD).

Last column: Löwdin charge in e.
Geometry (Å):
C  0.48191  -0.72520  -1.04749  -1.1201
C  -0.61451  0.03702  -0.39467  -0.2894
C  -0.27308  1.24404  0.50124  -0.0570
C  -0.89454  0.06895  1.11534  -0.3010
H  2.62020  -1.51650  -1.09784  -0.1093
H  -1.50757  0.07992  -0.96912  0.1124
H  0.76962  1.33165  0.65421  0.0729
H  -0.79380  2.20402  0.46065  0.1194
H  -1.95075  0.12829  1.43826  0.1594
F  -0.24136  -0.70591  2.01730  0.0011
S  1.94854  -0.92468  -0.06688  0.7748
S  0.45535  -1.22160  -2.61099  0.6368

Results
SMILES: F[C@H]1C[C@H]1C(=S)S
Frontier orbital gap, eV: 8.484
E_HOMO, eV: -8.77

=====

Arrangement x

Entry from the OMol25 dataset: a single C4H5FS2 molecule (wB97M-V/def2-TZVPD).

Last column: Löwdin charge in e.
Geometry (Å):
C  -0.25292  1.17818  0.72500  -0.5850
C  -1.10683  0.07565  0.04507  -0.8207
C  -0.47122  -1.15698  -0.46610  -0.1447
C  0.81756  -1.51033  -0.33239  -0.1239
H  1.80648  1.43978  -0.59898  -0.1464
H  0.39494  0.82886  1.53472  0.0760
H  -0.98188  1.88040  1.17526  0.0557
H  -1.11244  -1.82965  -1.03091  0.0968
H  1.18246  -2.45759  -0.70733  0.1180
F  1.78632  -0.83482  0.29208  0.0190
S  0.66394  2.15506  -0.50043  0.7221
S  -2.72642  0.23143  -0.13599  0.7330

Results
SMILES: F/C=C\C(=S)CS
Frontier orbital gap, eV: 8.012
E_HOMO, eV: -8.84

=====

Preferred: arrangement x; penalty for the next structure: 0.201 eV.